1.
The following is a quantum chemistry calculation of a gas-phase ion, C8H12N4 (charge +2) in a non-equilibrium geometry, from the OMol25 dataset.

XYZ file:
```
24
Properties=species:S:1:pos:R:3:nbo_charge:R:1
C 1.00687 4.19179 0.38678 0.190
N 1.27091 2.95940 0.68862 -0.340
C 2.22976 2.51519 1.81866 0.268
N 2.09375 1.30354 2.02977 -0.330
C 1.33976 0.68288 1.10261 -0.005
C 0.80688 1.71548 0.19687 0.266
N 0.12477 1.60670 -1.07522 -0.569
C -0.63144 0.49808 -1.48708 0.379
N -0.63389 -0.55854 -0.82423 -0.405
C -0.74749 -1.65007 -0.14714 0.510
C -1.85413 -1.87658 0.77106 -0.702
C 0.25935 -2.71188 -0.42323 -0.697
H 0.06844 4.49718 -0.15570 0.250
H 1.66857 5.01293 0.73071 0.272
H 2.53743 3.21937 2.57851 0.258
H 1.40671 -0.43764 0.87872 0.259
H -0.04011 2.50792 -1.50930 0.428
H -1.22653 0.85480 -2.36802 0.264
H -2.77326 -1.15609 0.45072 0.276
H -1.48792 -1.69941 1.77876 0.292
H -2.04449 -2.98365 0.77136 0.288
H 0.24246 -3.45754 0.38911 0.276
H 1.25663 -2.40667 -0.73617 0.270
H -0.40601 -3.27790 -1.10280 0.301
```

Summary:
Orbital gap (alpha / beta) in eV: 7.0 / 7.0
DFT total energy in a.u.: -530.29726
Net charge: +2
Max |F| in eV Å⁻¹: 5.4
SMILES: C=[N+]1C=NC=C1/[NH+]=C\N=C(C)C
Energy relative to the best compared isomer or geometry (same formula, charge and spin) in kJ/mol: 414.1

2.
The following is a quantum chemistry calculation of a single C8H12N4O2 molecule in a non-equilibrium geometry, from the OMol25 dataset.

XYZ file:
```
26
Properties=species:S:1:pos:R:3:mulliken_spin:R:1
C 4.09729 -0.54555 -0.08133 0.722
C 2.14060 -1.61914 -0.78966 0.111
C 1.64651 1.69873 0.14285 0.110
C -2.54805 -1.05642 0.18402 0.001
C -1.56956 0.96605 1.39597 0.002
C -2.09934 0.98670 -1.08998 0.001
C -0.14697 -0.34178 -0.09561 0.022
C -1.59706 0.14724 0.12791 -0.005
N 3.28832 -1.16458 -1.02633 0.146
N 3.88566 0.58318 0.52271 0.642
N 0.34664 -1.25197 0.65508 0.008
N 2.64346 1.16157 0.45128 0.059
O 0.69385 2.34404 -0.02932 0.146
O 1.61845 -1.58105 0.42314 0.009
H 5.04494 -1.09838 0.10109 0.005
H 1.56969 -2.01990 -1.58576 0.018
H -2.63453 -1.88625 -0.60763 0.000
H -2.33940 -1.76002 1.06147 0.000
H -3.40509 -0.47253 0.22990 0.000
H -1.04059 0.42892 2.11195 0.001
H -1.06693 1.98926 1.45839 0.000
H -2.60383 1.10402 1.68854 0.000
H -1.94862 0.39419 -2.00237 0.000
H -3.11080 1.19148 -1.09758 0.000
H -1.33309 1.76080 -1.19801 0.000
H 0.46844 0.04140 -0.95071 0.003
```

Summary:
Orbital gap (alpha / beta) in eV: 6.6 / 6.7
DFT total energy in a.u.: -681.20268
Spin multiplicity: 3
⟨S²⟩: 2.0137
Net charge: 0
Max |F| in eV Å⁻¹: 9.5

3.
The following is a quantum chemistry calculation of 2 unconnected molecules or ions with the total composition C8H12NO2 in a non-equilibrium geometry, from the OMol25 dataset.

XYZ file:
```
23
Properties=species:S:1:pos:R:3:nbo_charge:R:1
C -3.30496 0.73758 1.04429 -0.194
C -4.45846 0.07626 1.16264 0.109
C -3.92873 -0.10501 -0.90323 0.378
C -2.82265 0.57906 -0.36647 -0.446
C -1.74963 1.16869 -0.88281 0.922
C 2.58208 -1.60461 0.50906 -0.402
C 1.94297 -0.10671 -1.29898 -0.400
C 3.07460 0.64283 0.72978 -0.409
N 2.28786 -0.30068 0.06064 -0.487
O -0.83886 1.59864 -1.47656 -0.246
O -4.84358 -0.37342 -0.06342 -0.303
H -2.87005 1.28443 1.90888 0.284
H -5.17522 0.05604 1.88728 0.245
H -4.03032 -0.51044 -1.88464 0.244
H 3.71121 -1.65201 0.57429 0.167
H 2.29596 -1.80159 1.52954 0.199
H 2.25722 -2.32210 -0.29125 0.205
H 0.86824 0.06808 -1.45816 0.157
H 2.52958 0.77878 -1.69744 0.204
H 2.41695 -0.92080 -1.89861 0.202
H 3.12529 0.39429 1.81680 0.205
H 4.10504 0.56739 0.29325 0.165
H 2.82547 1.74531 0.70512 0.202
```

Summary:
Orbital gap in eV: 4.4
DFT total energy in a.u.: -516.86721
Net charge: +1
Max |F| in eV Å⁻¹: 6.5
Energy relative to the best compared isomer or geometry (same formula, charge and spin) in kJ/mol: 332.9

4.
The following is a quantum chemistry calculation of a gas-phase ion, C8H12NS (charge +1) in a non-equilibrium geometry, from the OMol25 dataset.

XYZ file:
```
22
Properties=species:S:1:pos:R:3:nbo_charge:R:1
C -1.14061 -1.47205 0.12530 -0.247
C -2.34132 -1.27323 -0.43679 -0.081
C -0.69296 0.95657 0.14175 -0.043
C -0.21788 -0.32565 0.30466 -0.110
C -2.92845 0.08873 -0.60284 -0.434
C -2.19620 1.16563 0.20263 -0.452
C 1.09148 -0.60326 0.63212 -0.048
C 3.14620 0.66569 -0.32347 -0.218
N 2.31431 0.20879 0.84436 -0.566
S 4.68870 -0.20909 -0.38182 0.124
H -0.83601 -2.42773 0.20361 0.221
H -3.05278 -2.00515 -0.73282 0.228
H 0.08196 1.82582 0.14344 0.196
H -2.82134 0.44720 -1.73085 0.226
H -3.88992 0.19920 -0.22556 0.238
H -2.60758 1.04726 1.18618 0.230
H -2.38577 2.12458 0.01950 0.228
H 1.42608 -1.57232 0.79773 0.197
H 2.54051 0.79085 -1.32190 0.250
H 2.09609 0.96634 1.45584 0.435
H 2.85807 -0.40928 1.42537 0.442
H 4.86743 -0.18886 -1.72644 0.184
```

Summary:
Orbital gap (alpha / beta) in eV: 7.0 / 7.8
DFT total energy in a.u.: -764.52949
Net charge: +1
Max |F| in eV Å⁻¹: 4.5
Energy relative to the best compared isomer or geometry (same formula, charge and spin) in kJ/mol: 479.1

5.
The following is a quantum chemistry calculation of a single C8H12O molecule in a non-equilibrium geometry, from the OMol25 dataset.

XYZ file:
```
21
Properties=species:S:1:pos:R:3:nbo_charge:R:1
C -1.58644 1.87445 -0.55207 -0.348
C -0.80812 0.93728 -0.13343 -0.015
C 0.57262 1.21687 0.53232 -0.449
C 1.34694 -0.11364 0.39741 -0.287
C 2.80450 0.07635 0.08493 -0.604
C 0.56444 -0.77948 -0.74281 0.237
O -0.30886 -1.75358 -0.63205 -0.396
C -1.12448 -0.55625 -0.23230 0.005
C -1.86777 -1.01483 0.92740 -0.635
H -2.52131 1.62150 -1.04602 0.210
H -1.38713 2.94864 -0.45550 0.197
H 1.11093 2.07479 0.05365 0.214
H 0.44118 1.53153 1.57054 0.221
H 1.16178 -0.73770 1.28271 0.220
H 2.90477 0.71277 -0.80694 0.205
H 3.34898 -0.85815 -0.12416 0.217
H 3.25871 0.54625 0.96792 0.218
H 0.98675 -0.44238 -1.70858 0.163
H -2.73422 -0.29964 1.03188 0.217
H -1.21149 -0.90145 1.83083 0.182
H -2.29827 -2.01200 0.77141 0.229
```

Summary:
Orbital gap in eV: 7.0
DFT total energy in a.u.: -387.02892
Net charge: 0
Max |F| in eV Å⁻¹: 3.7
SMILES: C=C1C[C@H](C)[C@H]2O[C@@]12C
Energy relative to the best compared isomer or geometry (same formula, charge and spin) in kJ/mol: 614.5

6.
The following is a quantum chemistry calculation of a single C8H12O4S2 molecule in a non-equilibrium geometry, from the OMol25 dataset.

XYZ file:
```
26
Properties=species:S:1:pos:R:3:nbo_charge:R:1
C 1.58021 0.00176 -0.94177 -0.481
C 0.29707 -1.57931 0.75021 -0.297
C 1.56689 -0.61714 0.54888 0.117
C -0.76194 -0.52081 1.01064 0.040
C 0.01910 0.73203 1.12504 0.145
C 0.29221 0.72613 -1.15673 -0.593
C 0.47936 -2.37453 2.08655 -0.597
C -1.41589 3.07392 -1.51208 -0.706
O -0.55902 -1.40980 -2.02908 -0.970
O -2.05323 0.40260 -2.35683 -0.916
O 1.29898 0.49414 1.38302 -0.464
O -1.71676 -0.49470 -0.05660 -0.704
S 0.25155 2.30032 -1.82431 0.272
S -1.12368 -0.24531 -1.51856 2.413
H 2.36475 0.78030 -1.04773 0.240
H 1.67312 -0.76958 -1.68362 0.257
H 0.23216 -2.20639 -0.06117 0.261
H 2.46217 -1.13999 0.82273 0.206
H -1.35589 -0.71272 2.00831 0.221
H -0.16238 1.78191 1.43772 0.232
H 0.48275 -3.51202 1.94414 0.226
H -0.23637 -2.06283 2.77932 0.202
H 1.51978 -2.08367 2.38821 0.209
H -1.44663 3.50021 -0.47691 0.204
H -2.12260 2.17400 -1.38953 0.260
H -1.56570 3.76148 -2.22985 0.221
```

Summary:
Orbital gap (alpha / beta) in eV: 7.9 / 7.9
DFT total energy in a.u.: -1409.21520
Net charge: 0
Max |F| in eV Å⁻¹: 6.8
Energy relative to the best compared isomer or geometry (same formula, charge and spin) in kJ/mol: 118.3

7.
The following is a quantum chemistry calculation of a single C8H12P2 molecule in a non-equilibrium geometry, from the OMol25 dataset.

XYZ file:
```
22
Properties=species:S:1:pos:R:3:nbo_charge:R:1
C -2.67276 2.72748 1.34417 -0.956
P -1.58811 2.35767 -0.17425 0.668
C -0.12931 2.14153 0.44349 -0.501
C 1.08156 1.89686 -0.07125 -0.141
C 1.51681 0.75596 -0.87470 -0.465
C 1.80796 -0.31285 0.33521 -0.167
C 0.90754 -1.24960 0.43504 -0.229
C 0.53352 -2.46235 1.09696 -0.662
P -0.77506 -1.87645 -0.11709 0.655
C -0.37204 -2.57973 -1.82614 -0.943
H -2.56068 1.87455 2.04516 0.229
H -3.70789 3.14646 1.35172 0.238
H -2.05948 3.50832 1.77172 0.232
H 1.85838 2.61762 0.02118 0.202
H 2.29880 1.07316 -1.52837 0.222
H 0.63563 0.24718 -1.36898 0.219
H 2.71155 0.06818 0.77136 0.222
H 1.08848 -3.37779 0.97455 0.238
H 0.17693 -2.29798 2.07646 0.235
H 0.31231 -1.93105 -2.38523 0.232
H -1.17706 -2.77683 -2.56920 0.242
H 0.11294 -3.55033 -1.75177 0.230
```

Summary:
Orbital gap in eV: 8.1
DFT total energy in a.u.: -994.52105
Net charge: 0
Max |F| in eV Å⁻¹: 4.3
SMILES: CP=C=CC/C=C1/CP1C
Energy relative to the best compared isomer or geometry (same formula, charge and spin) in kJ/mol: 326.9

8.
The following is a quantum chemistry calculation of a molecular structure, C8H13AlO5 in a non-equilibrium geometry, from the OMol25 dataset.

XYZ file:
```
27
Properties=species:S:1:pos:R:3:nbo_charge:R:1
Al -17.32389 -24.91388 13.94261 1.230
O -15.02635 -24.47575 12.23226 -0.456
H -14.15135 -24.55300 11.80455 0.475
O -17.99402 -24.36244 11.07399 -0.455
C -17.77098 -24.30283 9.89007 0.839
O -18.68560 -24.50779 8.87268 -0.392
C -18.15645 -24.30437 7.57864 -0.078
C -16.60828 -24.30385 7.69437 -0.456
C -16.40367 -24.15042 9.20044 -0.485
H -18.45925 -23.42274 7.01371 0.232
H -18.49521 -25.11820 6.93754 0.236
H -16.17604 -23.60265 6.98052 0.266
H -16.29895 -25.25324 7.25724 0.253
H -16.02538 -23.19518 9.56446 0.272
H -15.75291 -24.92022 9.61519 0.267
O -18.20203 -26.71907 15.93939 -0.612
C -18.82741 -27.76294 16.21101 0.849
O -19.77235 -27.94058 17.23250 -0.425
C -20.30692 -29.22580 17.15460 -0.096
C -19.06098 -30.04596 16.67848 -0.404
C -18.60794 -29.11756 15.49737 -0.525
H -21.18918 -29.21625 16.51459 0.207
H -20.52895 -29.83670 18.02959 0.250
H -19.19906 -31.08732 16.38761 0.255
H -18.25927 -30.12700 17.41251 0.238
H -19.18831 -29.11918 14.57473 0.253
H -17.61006 -29.39996 15.16183 0.261
```

Summary:
Orbital gap in eV: 2.4
DFT total energy in a.u.: -930.34710
Net charge: +2
Max |F| in eV Å⁻¹: 3.8
Energy relative to the best compared isomer or geometry (same formula, charge and spin) in kJ/mol: 396.2

9.
The following is a quantum chemistry calculation of a molecular structure, C8H13BCaN2 in a non-equilibrium geometry, from the OMol25 dataset.

XYZ file:
```
25
Properties=species:S:1:pos:R:3:nbo_charge:R:1
C -0.46854 1.01176 -2.49068 -0.463
C 0.95810 1.11792 -2.25722 -0.385
C 1.15179 2.06145 -1.19889 -0.380
C -0.13226 2.53136 -0.76334 -0.382
C -1.13138 1.89981 -1.56216 -0.369
Ca -0.55406 -0.59672 -0.35788 1.747
N -3.26174 -0.24589 -1.48928 -1.101
C 0.59339 -2.60980 -0.57067 -0.891
C 1.69162 -2.32812 -1.53865 -0.593
H 2.10722 2.41562 -0.85380 0.186
H 1.71238 0.62770 -2.85841 0.198
H -0.31764 3.27346 -0.01920 0.191
H -2.19751 2.03895 -1.51744 0.233
H -0.95637 0.38421 -3.23977 0.216
H 1.47151 -1.77381 -2.58691 0.153
H 0.10216 -2.10944 0.39305 0.080
H -3.42991 -1.34254 -1.32142 0.200
H 2.75314 -2.24391 -1.24747 0.148
H -0.12518 -3.42331 -0.85277 0.175
B 0.05808 -0.00088 4.91780 -0.565
C -0.03796 -0.29583 3.34061 0.328
N -0.10161 -0.48606 2.18149 -0.666
H 1.02844 -0.53989 5.34919 -0.020
H -0.96709 -0.52684 5.42884 -0.026
H 0.05344 1.16080 5.11499 -0.016
```

Summary:
Orbital gap (alpha / beta) in eV: 5.5 / 6.1
DFT total energy in a.u.: -1124.37776
Net charge: -2
Max |F| in eV Å⁻¹: 4.5

10.
The following is a quantum chemistry calculation of a single C8H13Br molecule in a non-equilibrium geometry, from the OMol25 dataset.

XYZ file:
```
22
Properties=species:S:1:pos:R:3:mulliken_spin:R:1
C 1.20127 -1.01566 0.08843 -0.047
C 1.79628 0.15494 0.14892 0.833
C -0.26095 -1.24922 -0.10055 0.080
C -1.18376 -0.23054 0.65132 0.073
C -1.06381 1.07428 0.17206 0.639
C 1.96013 -2.31813 -0.11323 0.068
C -1.28955 1.22161 -1.31748 0.040
C -0.75313 2.35703 0.87510 0.022
Br 3.62235 0.42489 0.02951 0.126
H -0.39212 -1.34149 -1.19209 -0.006
H -0.46847 -2.19065 0.35608 -0.003
H -2.24199 -0.65204 0.69432 0.051
H -0.98676 -0.35854 1.70451 0.001
H 1.67997 -2.54200 -1.05319 -0.005
H 1.57172 -3.10827 0.56430 -0.002
H 3.06669 -2.17901 0.18458 0.004
H -0.54021 0.56117 -1.88162 0.022
H -1.31507 2.21427 -1.54046 0.003
H -2.24147 0.87041 -1.53228 0.023
H -0.11833 2.39983 1.77704 0.009
H -1.71495 2.81704 1.41688 0.065
H -0.32785 3.09011 0.06782 0.002
```

Summary:
Orbital gap (alpha / beta) in eV: 7.6 / 7.9
DFT total energy in a.u.: -2886.42290
Spin multiplicity: 3
⟨S²⟩: 2.0164
Net charge: 0
Max |F| in eV Å⁻¹: 5.3

11.
The following is a quantum chemistry calculation of a molecular structure, C8H13BrNO2 in a non-equilibrium geometry, from the OMol25 dataset.

XYZ file:
```
25
Properties=species:S:1:pos:R:3:nbo_charge:R:1
C -1.95793 -1.39591 -0.32090 -0.334
C 1.32816 -1.25856 -0.06222 -0.032
C -1.89987 -0.19109 0.32844 0.129
C 2.07982 -0.41911 -0.49738 0.224
C 0.37255 -2.29263 0.34000 -0.581
C -0.97477 -2.44889 -0.19898 0.303
C 2.52821 1.90082 -0.00543 -0.415
C -3.08783 0.77445 0.30398 0.314
N 2.99386 0.61193 -0.56030 -0.632
O -2.70459 2.08433 0.23270 -0.698
O -4.05191 0.37487 -0.69922 -0.705
Br 5.84122 0.09336 -0.01434 -0.623
H -2.76160 -1.70220 -0.85017 0.265
H -1.28221 0.13468 1.05660 0.213
H 0.83506 -3.22491 0.35700 0.281
H 0.15468 -2.03862 1.49118 0.333
H -1.28310 -3.43154 -0.32754 0.227
H 2.45497 1.71912 1.01897 0.227
H 3.16691 2.74159 -0.29516 0.254
H 1.72767 2.29845 -0.55613 0.216
H -3.40614 0.66317 1.39430 0.190
H 4.05561 0.40648 -0.10099 0.378
H 3.30462 0.81425 -1.53322 0.452
H -3.29880 2.68393 0.77603 0.515
H -4.13459 1.10205 -1.27723 0.497
```

Summary:
Orbital gap in eV: 3.5
DFT total energy in a.u.: -3091.38820
Net charge: +1
Max |F| in eV Å⁻¹: 4.5
Energy relative to the best compared isomer or geometry (same formula, charge and spin) in kJ/mol: 452.2

12.
The following is a quantum chemistry calculation of a gas-phase ion, C8H13BrNS2 (charge +1) in a non-equilibrium geometry, from the OMol25 dataset.

XYZ file:
```
25
Properties=species:S:1:pos:R:3:nbo_charge:R:1
C 1.89637 -2.29552 -0.01227 -0.298
C -0.83856 0.85892 1.52211 -0.485
C 1.02605 -1.64646 -0.73161 -0.317
C -0.03687 -0.82521 -0.17093 0.316
C 0.16366 0.32244 0.65863 -0.344
C -1.87248 1.98489 1.06593 -0.451
C -1.30577 -2.84567 -0.36231 -0.430
C 2.37446 1.01958 -0.69202 -0.484
N -1.26410 -1.39401 -0.21381 -0.538
S 1.36987 2.15960 -1.37622 0.245
S 1.79940 0.54515 0.98648 0.576
Br -1.70094 2.34898 -0.78667 0.034
H 2.87362 -2.78170 -0.50429 0.228
H 2.02000 -2.36268 1.03367 0.212
H -1.46268 0.08963 1.91915 0.226
H -0.26290 1.30970 2.30017 0.242
H 1.07191 -1.68043 -1.75499 0.238
H -2.32892 -3.26354 -0.36204 0.240
H -0.65476 -3.23602 -1.15125 0.233
H -0.94854 -3.23842 0.59551 0.205
H -1.60708 2.93954 1.57978 0.241
H 3.42654 0.84746 -1.03623 0.264
H -2.20836 -0.85403 0.03332 0.441
H -2.92098 1.70389 1.27752 0.236
H 2.44649 3.00436 -1.85218 0.172
```

Summary:
Orbital gap (alpha / beta) in eV: 6.8 / 5.8
DFT total energy in a.u.: -3737.34651
Net charge: +1
Max |F| in eV Å⁻¹: 4.8
Energy relative to the best compared isomer or geometry (same formula, charge and spin) in kJ/mol: 280.5